Molecular formula: C6H10Si
Method: DFT, ωB97M-V/def2-TZVPD

Calculated values
- LUMO: 0.97 eV
- Structure (SMILES): C=C[SiH]1CC=CC1
- 2S+1: 1
- Energy relative to the best compared isomer or geometry (same formula, charge and spin): 0.0 kcal per mole
- Charge: 0
- Orbital gap: 10.0 eV
- Strongest force on any atom: 3.5 eV Å⁻¹
- Highest occupied orbital energy: -0.3313 Eh

XYZ file:
```
17
C6H10Si, DFT ωB97M-V/def2-TZVPD
H -2.764 1.277 -0.698
C 2.569 -0.106 -0.977
H -1.025 -2.215 0.791
C -0.657 -1.386 0.142
H -1.206 1.969 1.184
H 3.540 -0.154 -1.392
C -1.925 0.662 -0.333
H -2.805 -1.156 -0.604
C -1.959 -0.667 -0.257
H 0.193 -0.164 2.360
H 0.045 -1.813 -0.624
H 1.843 -0.125 -1.880
H -0.310 2.101 -0.450
C 2.179 -0.018 0.307
Si 0.319 0.085 0.979
C -0.837 1.468 0.309
H 2.802 0.241 1.145
```



Molecular formula: C6H11BNO2
Method: DFT, ωB97M-V/def2-TZVPD

Calculated values
- LUMO: -3.82 eV
- Structure (SMILES): C[N@@H+]1CC=CC=C1B(O)O
- 2S+1: 1
- Energy relative to the best compared isomer or geometry (same formula, charge and spin): 7.9 kcal per mole
- Charge: +1
- Orbital gap: 9.5 eV
- Strongest force on any atom: 3.2 eV Å⁻¹
- Highest occupied orbital energy: -0.4879 Eh

XYZ file:
```
21
C6H11BNO2, DFT ωB97M-V/def2-TZVPD
C 1.857 -0.502 0.245
H 0.021 -1.848 1.546
B -2.107 0.277 -0.001
O -2.726 1.278 0.616
H 3.362 0.815 -0.842
H 1.859 -0.544 1.335
H -0.500 2.405 0.438
C 0.117 1.603 0.074
C -0.491 0.399 0.118
H 2.648 -1.255 -0.051
N 0.459 -0.784 -0.149
C -0.064 -1.962 0.475
O -2.592 -0.556 -0.955
H 0.499 -2.766 0.012
H 1.762 2.826 -0.574
C 2.338 0.810 -0.325
H -3.718 1.340 0.638
H 0.450 -0.873 -1.199
H -1.095 -1.944 0.128
H -3.553 -0.544 -1.154
C 1.473 1.824 -0.375
```



Molecular formula: C6H11BNO2S
Method: DFT, ωB97M-V/def2-TZVPD

Calculated values
- LUMO: -3.39 eV
- 2S+1: 1
- Energy relative to the best compared isomer or geometry (same formula, charge and spin): 74.2 kcal per mole
- Charge: +1
- Orbital gap: 9.0 eV
- Strongest force on any atom: 6.5 eV Å⁻¹
- Highest occupied orbital energy: -0.4551 Eh

XYZ file:
```
22
C6H11BNO2S, DFT ωB97M-V/def2-TZVPD
O -2.758 0.908 0.667
H -3.088 1.721 0.929
H 2.421 1.265 1.055
C -0.261 -1.526 -2.095
H -1.258 3.054 1.019
N 1.678 0.648 1.243
B -1.408 1.119 0.588
S -0.452 -1.449 1.718
H 0.961 1.039 1.968
C 1.151 -1.539 -1.732
H 1.764 -2.408 -2.268
H -1.834 -1.119 1.873
C -0.390 -0.138 0.322
H -0.680 -2.038 -2.973
C -1.134 -0.934 -1.350
H 0.733 1.139 -0.740
H 2.005 -0.331 1.637
H -2.187 -0.574 -1.254
O -0.801 2.237 0.938
H 2.856 -0.675 -0.693
C 0.959 0.358 -0.064
C 1.722 -0.757 -0.789
```



Molecular formula: C6H11BO2
Method: DFT, ωB97M-V/def2-TZVPD

Calculated values
- LUMO (spin up / spin down): 0.12 / 0.08 eV
- 2S+1: 1
- Energy relative to the best compared isomer or geometry (same formula, charge and spin): 125.7 kcal per mole
- Charge: 0
- Orbital gap (spin up / spin down): 8.6 / 7.7 eV
- Strongest force on any atom: 4.2 eV Å⁻¹
- Highest occupied orbital energy (spin up / spin down): -0.3130 / -0.2790 Eh

XYZ file:
```
20
C6H11BO2, DFT ωB97M-V/def2-TZVPD
B 2.433 -0.500 -0.341
C -2.898 0.574 0.424
O 3.249 0.534 -0.706
H -3.324 1.458 -0.074
H 4.503 2.101 -0.575
O 2.648 -1.290 0.780
H -3.173 0.716 1.503
H 5.331 0.433 -0.328
H -1.185 1.676 0.225
H -3.487 -1.708 0.265
H 4.213 1.170 0.979
C -1.000 -0.401 -0.624
C 4.389 1.014 -0.091
C -3.238 -0.732 -0.267
H -1.061 0.158 1.347
H 1.942 -1.933 1.046
C -1.928 -1.200 -1.000
H -2.095 -1.923 -1.772
C -1.345 0.588 0.384
H -3.977 -0.736 -1.173
```



Molecular formula: C6H11Br2N2O2
Method: DFT, ωB97M-V/def2-TZVPD

Calculated values
- LUMO (spin up / spin down): -5.56 / -5.48 eV
- 2S+1: 1
- Energy relative to the best compared isomer or geometry (same formula, charge and spin): 78.0 kcal per mole
- Charge: +1
- Orbital gap (spin up / spin down): 7.7 / 8.0 eV
- Strongest force on any atom: 3.9 eV Å⁻¹
- Highest occupied orbital energy (spin up / spin down): -0.4878 / -0.4943 Eh

XYZ file:
```
23
C6H11Br2N2O2, DFT ωB97M-V/def2-TZVPD
Br -1.798 2.653 0.223
H 1.441 -2.239 0.655
H 1.369 2.022 -0.228
C 2.043 -1.343 0.345
H -3.567 0.094 -0.826
H -1.376 -0.187 -2.848
Br -2.455 -1.946 -0.047
C 0.299 -0.264 1.582
H 2.382 1.430 1.355
N -0.910 0.404 -1.072
O 0.909 -0.499 -1.947
C 1.093 -0.213 0.364
N 0.303 -0.150 -0.934
H 0.039 -1.293 2.054
H 2.809 -1.194 1.233
C -1.774 0.760 -0.038
H -3.493 0.000 1.016
C 1.928 1.203 0.290
H -0.233 0.503 2.114
C -2.996 -0.087 0.069
H 2.605 -1.413 -0.598
H 2.784 1.142 -0.423
O -1.403 0.619 -2.337
```



Molecular formula: C6H11BrN
Method: DFT, ωB97M-V/def2-TZVPD

Calculated values
- LUMO: -3.03 eV
- Structure (SMILES): BrCC[C@@H]1CC=C[NH2+]1
- 2S+1: 1
- Energy relative to the best compared isomer or geometry (same formula, charge and spin): 42.2 kcal per mole
- Charge: +1
- Orbital gap: 11.1 eV
- Strongest force on any atom: 4.7 eV Å⁻¹
- Highest occupied orbital energy: -0.5207 Eh

XYZ file:
```
19
C6H11BrN, DFT ωB97M-V/def2-TZVPD
H 1.231 -0.678 -1.535
C -1.367 -0.112 -0.646
H 2.076 -2.095 -0.983
Br 2.918 0.155 -0.030
C -0.387 -0.365 0.544
H -2.123 1.692 -1.605
H -0.194 1.074 1.957
H 1.026 -1.729 1.546
N 0.053 1.052 0.969
H 1.193 1.006 0.960
C -1.408 1.447 -0.810
H -1.045 -0.847 1.446
H -0.939 -0.494 -1.496
H -0.475 3.098 -0.008
C 1.691 -1.137 -0.650
H 0.065 -2.301 0.315
C 0.701 -1.474 0.517
H -2.438 -0.329 -0.525
C -0.575 2.037 0.034
```



Molecular formula: C6H11Cl
Method: DFT, ωB97M-V/def2-TZVPD

Calculated values
- LUMO (spin up / spin down): 0.65 / 0.65 eV
- 2S+1: 1
- Energy relative to the best compared isomer or geometry (same formula, charge and spin): 65.3 kcal per mole
- Charge: 0
- Orbital gap (spin up / spin down): 8.5 / 8.5 eV
- Strongest force on any atom: 3.7 eV Å⁻¹
- Highest occupied orbital energy (spin up / spin down): -0.2899 / -0.2899 Eh

XYZ file:
```
18
C6H11Cl, DFT ωB97M-V/def2-TZVPD
H -0.992 1.121 2.071
C 1.145 -0.149 -0.098
Cl 2.114 1.227 0.337
C 1.094 -1.210 0.959
H -0.877 1.242 -1.991
H 0.509 -1.290 -1.770
H 1.262 0.255 -2.196
C -1.117 0.707 0.017
H -2.642 1.057 1.424
H 2.059 -1.713 1.061
H 2.263 -1.092 -1.654
C 1.301 -0.591 -1.514
H 0.837 -0.785 1.927
H -2.442 1.762 -1.221
H -1.725 -0.441 1.687
H 0.348 -1.956 0.691
C -1.485 1.256 -1.103
C -1.649 0.601 1.373
```



Molecular formula: C6H11ClF3O2PdRu
Method: DFT, ωB97M-V/def2-TZVPD

Calculated values
- LUMO (spin up / spin down): -0.55 / -4.37 eV
- 2S+1: 10
- Energy relative to the best compared isomer or geometry (same formula, charge and spin): 62.6 kcal per mole
- Charge: 0
- Orbital gap (spin up / spin down): 5.2 / 5.9 eV
- Strongest force on any atom: 7.1 eV Å⁻¹
- ⟨S²⟩: 24.7863
- Highest occupied orbital energy (spin up / spin down): -0.2097 / -0.3755 Eh

XYZ file:
```
25
C6H11ClF3O2PdRu, DFT ωB97M-V/def2-TZVPD
H -3.405 2.095 0.106
H -1.885 2.887 0.567
C -1.152 1.083 -1.209
C -3.123 -0.670 -0.336
F 3.447 -3.439 0.432
Cl -2.378 -0.370 2.776
C 0.802 1.204 0.317
H -1.869 0.798 -1.993
H -3.471 -1.473 0.331
H -2.759 -1.078 -1.291
H -0.853 2.143 -1.213
C -2.564 2.055 0.815
C 2.161 -3.524 0.872
H -3.937 0.048 -0.527
H -2.957 2.198 1.834
C 1.301 -2.267 0.393
H 0.141 1.184 1.205
H 1.771 0.833 0.681
O 1.661 -1.820 -0.755
O 0.396 -1.826 1.129
H 0.834 2.229 -0.078
F 1.624 -4.677 0.355
F 2.193 -3.661 2.210
Pd 0.360 -0.141 -1.121
Ru -1.667 0.269 0.673
```